Molecular formula: C10H16
Method: DFT, the ωB97M-V functional and the def2-TZVPD basis

As for the SMILES: Cc1ccccc1.CCC. As for the largest force on an atom: 2.15 eV/A. As for the energy relative to the best compared isomer or geometry (same formula, charge and spin): 1.1260 eV. As for the HOMO-LUMO gap: 9.975 eV.

```
26
C10H16 | OMol25 | the ωB97M-V functional and the def2-TZVPD basis
C -1.44908 -1.92519 1.52944
C -1.04286 -1.61777 0.14115
C 0.26438 -2.02822 -0.25060
C 0.80906 -1.67541 -1.47108
C 0.01745 -0.89700 -2.31085
C -1.29066 -0.59023 -1.99727
C -1.81517 -0.85902 -0.74038
H -0.81335 -1.60075 2.37390
H -1.56135 -3.00804 1.71179
H -2.42190 -1.49102 1.78982
H 0.77758 -2.47481 0.59897
H 1.82237 -1.76858 -1.84497
H 0.24736 -0.49633 -3.29985
H -1.91456 -0.24391 -2.81517
H -2.89324 -0.78411 -0.65200
C 0.59798 2.29012 -0.58555
C 1.56110 1.85340 0.54665
C 0.96461 1.78166 1.95787
H 1.33589 2.55900 -1.34511
H 0.01598 1.41203 -0.87872
H -0.07437 3.02234 -0.15810
H 1.91542 0.87740 0.18992
H 2.42556 2.52066 0.57952
H 0.19149 2.51512 2.14297
H 0.54414 0.77360 2.11408
H 1.78618 1.85502 2.67357
```